{"formula": "C30H41ClN2O5S", "method": "wB97M-V/def2-TZVPD", "smiles": "CC(=O)OC(=O)Cc1cc(S)c2c(c1)C(=O)c1cc(Cl)ccc1C2=O.CCN(CC)CC.CCN(CC)CC", "homo_energy_ev": -7.892, "symbols": ["Cl", "S", "O", "O", "O", "O", "O", "N", "N", "C", "C", "C", "C", "C", "C", "C", "C", "C", "C", "C", "C", "C", "C", "C", "C", "C", "C", "C", "C", "C", "C", "C", "C", "C", "C", "C", "C", "C", "C", "H", "H", "H", "H", "H", "H", "H", "H", "H", "H", "H", "H", "H", "H", "H", "H", "H", "H", "H", "H", "H", "H", "H", "H", "H", "H", "H", "H", "H", "H", "H", "H", "H", "H", "H", "H", "H", "H", "H", "H", "H"], "positions_angstrom": [[-6.8748, 0.1719, -0.9542], [0.9992, 5.3665, 2.5103], [-1.0034, 0.4351, -1.8544], [4.8028, 0.0409, -0.1708], [4.8076, 0.5024, 2.0804], [3.9396, 0.2697, -2.2880], [-1.9362, 4.1764, 2.3483], [-9.6758, -3.0645, -3.2938], [8.9813, 0.4437, 3.8491], [-9.8449, -4.5252, -5.3859], [-3.9446, 0.8019, -0.9750], [-0.2025, 3.2659, 0.7291], [11.2944, -0.0026, 2.8546], [-7.7993, -2.0471, -4.7023], [8.0410, 0.0654, 2.7948], [-1.2317, 1.3318, -0.9954], [-1.6424, 3.4533, 1.3663], [9.8086, -0.0391, 6.1600], [-5.5435, 2.0211, 0.8170], [-5.3669, 1.0283, -0.3625], [2.5428, -0.0182, 1.3060], [4.2594, 0.8542, -1.2142], [1.3748, 1.9251, -1.0945], [4.1049, 0.1998, 1.0733], [2.5997, 2.7312, -0.5530], [-9.8057, -4.4024, -3.8628], [4.0716, 2.4397, -1.1646], [-2.8546, 2.5975, 0.7301], [9.0554, -0.5326, 4.9309], [-12.1309, -2.5871, -3.3471], [2.4939, 3.8111, 0.5518], [-2.6891, 1.5712, -0.4253], [8.3568, -1.1876, 1.9800], [-10.7175, -2.1076, -3.6531], [-4.2772, 2.8009, 1.3228], [-0.0012, 2.2159, -0.4349], [-8.3303, -2.4962, -3.3422], [1.0777, 4.0652, 1.1832], [10.2535, 0.9850, 3.3819], [9.5044, -1.4775, 4.5966], [-7.6211, -3.2081, -2.9049], [1.0644, 4.7201, 3.7412], [2.2807, -0.7098, 2.1722], [-10.4829, -3.7711, -5.8516], [1.5653, 1.1755, -1.9280], [11.3836, -0.8928, 3.4809], [-7.5036, -2.8945, -5.3217], [-12.4125, -3.4503, -3.9563], [-10.5615, -1.1890, -3.0768], [12.2775, 0.4780, 2.8337], [-12.8465, -1.7901, -3.5659], [7.9101, 0.9087, 2.1076], [-6.5478, 2.2445, 1.3346], [11.0735, -0.3154, 1.8341], [3.4338, 4.3912, 0.8789], [-10.7170, -4.8591, -3.4618], [1.9716, -0.3555, 0.3587], [10.8683, 0.1312, 5.9512], [9.7521, -0.7891, 6.9535], [-8.5232, -1.4438, -5.2550], [-4.4467, 3.5260, 2.1922], [-12.2379, -2.8534, -2.2924], [4.1876, 2.9262, -2.2025], [9.1538, -1.0108, 1.2567], [-10.6617, -1.8239, -4.7126], [8.6357, -2.0361, 2.6093], [-3.8663, 0.0494, -1.8352], [-8.8486, -4.4562, -5.8223], [-6.9056, -1.4304, -4.5617], [9.3743, 0.8879, 6.5435], [10.0651, 1.7422, 2.6117], [8.0368, -0.7706, 5.2564], [2.1096, 1.0226, 1.5697], [-10.2463, -5.5047, -5.6639], [-8.3059, -1.6311, -2.6679], [7.0561, -0.0711, 3.2557], [-9.0006, -5.0400, -3.4790], [7.4716, -1.4861, 1.4092], [10.7080, 1.5512, 4.2023], [4.8593, 2.9448, -0.4861]], "mulliken_charge": [-0.218, -0.213, -0.639, -0.236, -0.483, -0.518, -0.565, 0.121, 0.159, -0.948, -0.522, -0.049, -0.972, -1.002, -0.600, 0.496, 0.671, -1.423, -0.448, 0.201, -0.658, 0.445, -0.676, 0.513, 0.667, -0.715, -0.623, 0.140, -0.304, -1.417, -0.758, 0.476, -1.005, -0.280, -0.585, 0.398, -0.318, -0.191, -0.689, 0.255, 0.376, 0.184, 0.382, 0.245, 0.405, 0.244, 0.245, 0.298, 0.399, 0.373, 0.429, 0.330, 0.313, 0.278, 0.259, 0.379, 0.253, 0.299, 0.429, 0.273, 0.314, 0.324, 0.360, 0.223, 0.239, 0.272, 0.381, 0.276, 0.396, 0.326, 0.333, 0.412, 0.124, 0.369, 0.024, 0.306, 0.333, 0.380, 0.383, 0.348]}

***

{"formula": "C30H41O6S2SbSi3Tl", "method": "wB97M-V/def2-TZVPD", "relative_energy_kcal_mol": 28.5, "charge": -1, "homo_energy_ev": [-3.723, -3.650], "symbols": ["Tl", "Sb", "S", "S", "Si", "Si", "Si", "O", "O", "O", "O", "O", "O", "C", "C", "C", "C", "C", "C", "C", "C", "C", "C", "C", "C", "C", "C", "C", "C", "C", "C", "C", "C", "C", "C", "C", "C", "C", "C", "C", "C", "C", "C", "H", "H", "H", "H", "H", "H", "H", "H", "H", "H", "H", "H", "H", "H", "H", "H", "H", "H", "H", "H", "H", "H", "H", "H", "H", "H", "H", "H", "H", "H", "H", "H", "H", "H", "H", "H", "H", "H", "H", "H", "H"], "positions_angstrom": [[0.7658, 2.2241, -2.0994], [0.4379, 0.6971, 2.0819], [2.9141, -0.5304, -0.8713], [-0.1578, -1.0587, -1.1028], [2.7839, 0.6891, 3.1857], [-0.1833, 3.8715, 0.5396], [-0.9303, 0.2966, 4.2574], [2.4674, 0.8225, -0.5040], [1.1686, -1.0017, -1.8463], [-1.1014, -1.8271, -1.8651], [3.8431, -0.5593, -1.9719], [-0.5660, 0.2803, -0.7171], [3.4337, -0.7648, 2.6975], [0.8392, -2.3129, -4.8182], [-1.1651, -1.3247, 5.1951], [-2.8341, 1.0143, -5.0903], [-0.2232, 5.6061, -0.2314], [-0.4197, -1.9035, -5.2806], [1.3761, -3.5263, -5.2069], [-3.3417, -1.2864, -4.6346], [0.6837, -4.3613, -6.0773], [-2.3829, -0.2979, -4.8949], [-0.9480, -0.5959, -4.8948], [-0.0670, 0.4113, -4.5365], [0.0485, 4.2354, 2.3978], [0.5090, -1.4363, 1.6145], [0.2140, -3.3696, 0.1645], [-1.0969, -2.7451, -6.1744], [0.7113, 1.3600, -4.3209], [2.9195, 0.7298, 5.0645], [-5.1252, 0.3190, -4.8364], [0.9056, -2.3249, 2.6173], [-4.1846, 1.3155, -5.0675], [-0.4913, 1.5761, 5.5857], [0.6126, -4.2220, 1.1762], [-4.6921, -0.9809, -4.6082], [-1.9273, 3.1400, 0.3824], [0.1662, -1.9923, 0.3834], [0.9706, -3.6908, 2.4075], [-2.6655, 0.7836, 3.6749], [-0.5523, -3.9579, -6.5644], [4.7343, -1.2184, 3.0008], [3.8770, 2.0782, 2.5635], [-0.2931, 5.5784, -1.3206], [4.6782, -2.2551, 3.3394], [4.0903, 1.9260, 1.5036], [-2.0993, 1.7895, -5.2674], [-5.4125, -1.7616, -4.3955], [-3.4134, 0.6477, 4.4605], [-1.0880, 6.1566, 0.1523], [4.8197, 2.1003, 3.1164], [0.6460, -5.2907, 1.0071], [-3.0145, -2.2937, -4.4148], [3.3997, 3.0521, 2.6679], [1.1066, -5.3119, -6.3782], [2.3485, -3.8230, -4.8329], [-1.3652, 1.7829, 6.2081], [2.4316, -0.1205, 5.5449], [5.2107, -0.6238, 3.7874], [-0.3044, 3.3965, 3.0025], [-1.0901, -4.5854, -7.2655], [-0.5382, 5.1199, 2.6668], [0.3122, 1.2232, 6.2339], [-6.1822, 0.5543, -4.8264], [-0.3063, -1.5594, 5.8287], [3.9731, 0.7408, 5.3544], [-2.6768, 1.8326, 3.3681], [-2.9750, 0.1951, 2.8073], [-2.2491, 2.7272, 1.3407], [-1.3300, -2.1754, 4.5316], [1.0855, 4.4272, 2.6734], [-0.0775, -3.7480, -0.8059], [0.6776, 6.1681, 0.0263], [1.1863, -1.9289, 3.5847], [-2.0468, -2.4306, -6.5863], [2.4629, 1.6410, 5.4585], [-1.9650, 2.3242, -0.3419], [1.3773, -1.6668, -4.1373], [-0.1631, 2.5202, 5.1429], [-4.5078, 2.3367, -5.2300], [-2.0428, -1.2115, 5.8349], [-2.6433, 3.9055, 0.0713], [5.3584, -1.1773, 2.1052], [1.2936, -4.3442, 3.2092]], "mulliken_charge": [0.845, -0.025, 0.887, 1.827, 0.843, 0.373, 0.759, -0.582, -0.631, -0.748, -0.520, -0.271, -0.174, -0.468, -1.213, -0.512, -1.134, 0.398, -0.832, -0.067, -0.402, 0.525, 0.347, -0.057, -0.593, 0.300, -0.898, -0.261, -1.047, -1.329, -0.389, -0.407, -0.655, -1.221, -0.719, -0.888, -0.400, -0.278, -1.154, -1.290, -0.724, -0.906, -1.044, 0.256, 0.252, 0.222, 0.437, 0.365, 0.428, 0.351, 0.340, 0.391, 0.562, 0.313, 0.376, 0.390, 0.440, 0.333, 0.324, -0.368, 0.374, 0.481, 0.298, 0.386, 0.294, 0.464, 0.237, 0.354, -0.142, 0.317, 0.295, 0.547, 0.272, 0.549, 0.547, 0.313, 0.105, 0.411, 0.307, 0.385, 0.417, 0.443, 0.259, 0.407]}

***

{"formula": "C30H42As3FN3PdS", "method": "wB97M-V/def2-TZVPD", "relative_energy_kcal_mol": 0.0, "charge": 3, "multiplicity": 5, "homo_energy_ev": [-13.905, -15.811], "symbols": ["Pd", "As", "As", "As", "S", "F", "N", "N", "N", "C", "C", "C", "C", "C", "C", "C", "C", "C", "C", "C", "C", "C", "C", "C", "C", "C", "C", "C", "C", "C", "C", "C", "C", "C", "C", "C", "C", "C", "C", "H", "H", "H", "H", "H", "H", "H", "H", "H", "H", "H", "H", "H", "H", "H", "H", "H", "H", "H", "H", "H", "H", "H", "H", "H", "H", "H", "H", "H", "H", "H", "H", "H", "H", "H", "H", "H", "H", "H", "H", "H", "H"], "positions_angstrom": [[-0.1875, -0.3921, -0.2391], [-0.9772, 1.8044, 0.5918], [-0.5237, -1.4301, 2.0016], [-2.0998, 1.8875, 5.9308], [-0.6950, 1.3957, -3.3129], [2.7072, -4.4501, -3.1946], [0.5165, 0.7252, -2.4550], [1.8951, 0.3446, -4.3069], [2.1658, -0.8067, -0.9368], [1.5222, 0.9448, -6.6109], [-3.5669, 2.8123, 5.1074], [-1.7868, -1.7880, -1.3464], [1.0960, 0.9167, -5.2853], [-0.1639, -2.2918, -3.1488], [-0.3918, 1.2037, 3.4898], [0.0075, -3.4692, -1.0377], [-1.2274, 2.0651, 2.5316], [-0.4393, 1.8180, 4.9183], [0.1996, 3.2942, 0.1817], [-0.1547, 1.4637, -4.9397], [1.6069, -3.8387, -2.7574], [0.9527, -2.9533, -3.6062], [0.7103, 1.5151, -7.5662], [-0.5361, 2.0654, -7.2232], [4.8477, -1.1049, -1.6275], [1.6201, 0.2797, -2.9896], [2.6330, -0.3512, -2.1023], [0.8833, -2.5252, 2.7807], [-0.9102, -0.2403, 3.5330], [3.9636, -0.4574, -2.4795], [-2.6617, 0.2099, 6.6747], [3.0207, -1.4283, -0.1326], [1.1306, -4.1275, -1.4860], [-2.6881, 2.4992, -0.0071], [-0.6572, -2.4934, -1.8315], [4.3641, -1.6115, -0.4369], [-2.0509, -2.6091, 2.2175], [-0.9709, 2.0422, -5.9200], [1.0970, 1.2439, 3.1133], [-4.0536, 2.1512, 4.3892], [-3.1973, 3.7118, 4.6212], [-3.1082, -0.4025, 5.8907], [-4.2756, 3.0820, 5.8893], [-1.9582, -3.4870, 1.5813], [-3.4763, 1.7900, 0.2406], [1.7636, -1.9159, 2.9822], [-2.1097, -2.9361, 3.2553], [1.2509, 0.8393, 2.1087], [-1.9311, 2.4629, -5.6497], [1.1868, 3.1067, 0.6008], [1.1508, -3.3234, 2.0892], [-2.3313, -2.1732, -0.4961], [5.0121, -2.1322, 0.2540], [1.4812, 2.2652, 3.1274], [-2.8939, 3.4611, 0.4618], [-2.9641, -2.0796, 1.9477], [-0.4956, -0.7596, 4.4023], [1.3100, -2.8391, -4.6222], [-1.9999, -0.2451, 3.6376], [-1.1565, 2.5091, -7.9894], [1.6307, -4.8787, -0.8891], [4.3372, -0.0202, -3.3966], [0.2341, 1.2737, 5.5850], [-3.4009, 0.4119, 7.4484], [1.6936, 0.6533, 3.8109], [-0.3970, -3.7165, -0.0642], [2.4844, 0.5275, -6.8818], [-0.7132, -1.6359, -3.8159], [-0.2018, 4.2232, 0.5853], [5.8915, -1.2033, -1.8925], [-1.8011, -0.2913, 7.1122], [-2.6707, 2.6331, -1.0874], [-0.0958, 2.8547, 4.8940], [2.7433, -0.1058, -4.6249], [-2.3531, -1.1658, -2.0285], [1.0401, 1.5411, -8.5960], [-1.0212, 3.1256, 2.7025], [-2.2936, 1.9065, 2.7154], [0.2950, 3.3900, -0.8991], [0.5318, -2.9676, 3.7122], [2.6117, -1.8041, 0.7960]], "mulliken_charge": [0.652, 1.147, 0.707, 0.595, 0.023, -0.362, -0.017, 0.217, 0.814, -0.814, -0.989, -1.458, -0.038, -0.536, 2.018, -0.163, -1.745, -1.657, -1.313, 1.242, 0.331, -0.720, -0.639, -0.670, -0.812, 0.725, -0.300, -1.512, -1.788, -0.846, -0.994, -0.294, -0.912, -1.270, 0.772, -0.918, -1.474, -0.808, -1.751, 0.362, 0.366, 0.327, 0.419, 0.450, 0.361, 0.423, 0.462, -0.002, 0.464, 0.378, 0.443, 0.436, 0.512, 0.459, 0.430, 0.417, 0.685, 0.650, 0.427, 0.440, 0.543, 0.546, 0.580, 0.417, 0.440, 0.527, 0.475, 0.628, 0.474, 0.492, 0.383, 0.324, 0.599, 0.266, 0.328, 0.443, 0.736, 0.381, 0.383, 0.476, 0.206]}